A 15-piece molecular cluster, C60H150O30 overall. Source: the Open Molecules 2025 dataset; level of theory: ωB97M-V/def2-TZVPD.

XYZ file:
```
240
Properties=species:S:1:pos:R:3:forces:R:3
C 1.759883 -7.579710 -1.674924 0.026 -0.656 0.259
O 2.448042 -7.341338 -2.879631 -0.349 -0.633 0.053
C 3.814190 -7.115251 -2.681305 -0.122 0.844 0.925
C 4.114843 -5.654453 -2.316631 1.948 0.063 -0.934
O 3.625268 -4.761815 -3.312520 -0.146 0.383 0.634
C 2.285837 -4.305666 -3.114665 -0.122 -1.273 -2.238
H 0.775508 -7.996535 -1.920806 0.321 -0.087 0.010
H 1.566701 -6.632874 -1.178738 0.109 0.144 0.540
H 2.334778 -8.303521 -1.006811 -0.737 0.899 -0.672
H 4.287944 -7.355713 -3.595892 0.586 -0.154 -1.028
H 4.202198 -7.780579 -1.901448 0.118 -0.014 0.059
H 5.268761 -5.506281 -2.355230 -1.805 -0.372 0.277
H 3.781507 -5.402868 -1.307206 -0.211 0.159 0.015
H 2.087228 -3.980638 -2.130189 -0.083 0.353 1.401
H 1.595606 -5.121737 -3.420714 0.184 0.429 0.504
H 2.076863 -3.487519 -3.815686 0.333 -0.048 0.252
C 1.586013 3.871490 -5.228506 -1.030 -0.887 1.578
O 2.108851 3.121545 -4.102903 0.429 -0.608 -1.788
C 1.999951 3.750083 -2.878108 -0.083 2.087 0.726
C 2.141302 2.744791 -1.751937 1.143 -1.237 0.219
O 2.335743 3.350320 -0.457720 -0.888 0.047 -1.488
C 2.260959 2.411753 0.596177 1.247 0.372 -0.077
H 1.520861 3.203039 -6.075527 0.511 -0.147 -0.203
H 2.131213 4.781494 -5.465354 0.191 0.071 0.139
H 0.531395 4.058166 -4.981273 0.129 0.586 -0.105
H 1.009771 4.224095 -2.803558 -0.018 -0.007 0.114
H 2.749078 4.596316 -2.822063 -0.447 -0.784 0.306
H 3.063362 2.116250 -1.944774 -0.715 0.417 -0.011
H 1.284191 2.034912 -1.805768 0.274 0.580 0.388
H 2.720588 2.972195 1.423034 -0.448 -0.420 0.195
H 2.947334 1.569726 0.380420 -0.406 0.072 0.200
H 1.250110 2.054335 0.819522 0.058 0.069 -0.178
C -4.374780 3.037022 -0.013528 -0.188 -0.221 0.436
O -4.914484 2.279879 -1.037130 -0.675 -1.868 -0.471
C -4.945365 0.878275 -0.645548 1.611 1.652 0.077
C -5.760726 0.141095 -1.618004 -2.126 -1.065 -0.350
O -5.216947 -0.018790 -2.927465 -0.023 0.346 0.529
C -6.256944 -0.172836 -3.881742 0.719 1.540 -0.644
H -5.016910 2.876469 0.871029 0.310 0.674 0.100
H -4.352049 4.041428 -0.405080 0.020 0.517 0.495
H -3.368218 2.696343 0.229153 0.357 0.128 0.163
H -5.294580 0.769380 0.415882 -0.119 0.015 -0.938
H -3.889401 0.552207 -0.674304 -0.208 -0.237 0.099
H -6.771169 0.662401 -1.670450 1.031 -0.570 -0.031
H -5.931625 -0.889474 -1.223719 -0.129 0.523 -0.016
H -6.676818 0.855130 -4.130181 0.356 -1.151 0.087
H -7.059223 -0.774819 -3.499006 -0.431 -0.549 0.121
H -5.797235 -0.628617 -4.778635 -0.402 0.256 0.410
C 0.065402 4.791082 5.710697 0.359 0.488 0.096
O 1.455759 4.936379 5.427182 0.663 -0.590 0.470
C 2.332265 3.867973 5.829409 -3.006 -1.542 -0.128
C 2.360916 2.703751 4.809519 1.221 1.013 -0.455
O 1.226503 1.883565 4.928475 -0.286 0.185 -0.779
C 1.085368 1.039420 3.777085 0.690 -0.610 1.132
H -0.171016 4.459282 6.749485 0.452 0.125 -0.575
H -0.409780 4.134524 4.988868 -0.191 -0.196 -0.041
H -0.301544 5.813539 5.575662 -0.310 -0.268 0.092
H 1.896803 3.368028 6.728477 0.484 0.603 -0.058
H 3.279038 4.292991 6.037743 0.993 0.290 0.021
H 3.241609 2.054801 4.997322 0.019 0.444 -0.138
H 2.478279 3.189350 3.787245 -0.321 -0.768 0.850
H 1.099509 1.612006 2.872940 0.255 0.375 -0.580
H 0.137429 0.548479 3.835582 -0.569 -0.315 0.187
H 1.857767 0.230384 3.779241 -0.265 0.650 -0.175
C -7.805883 -1.452971 4.657452 -0.435 -2.104 0.476
O -7.706471 -0.175674 5.167128 -0.260 0.910 -0.001
C -6.409814 0.324475 4.961730 0.427 0.684 1.108
C -6.131321 0.798713 3.561672 0.085 0.872 -0.497
O -6.109202 -0.207112 2.573103 -0.229 -0.271 -0.758
C -4.964311 -1.037528 2.508445 -0.700 0.335 1.332
H -7.703738 -1.499498 3.570323 0.315 -0.063 0.166
H -8.781988 -1.920359 4.895430 0.287 0.626 0.087
H -7.053461 -2.077698 5.207506 -0.289 0.043 -0.827
H -5.666472 -0.415529 5.326249 -0.140 0.211 -0.299
H -6.311271 1.208513 5.624730 -0.004 -0.384 -0.316
H -5.170583 1.371051 3.561359 -0.417 -0.322 0.037
H -6.944703 1.508870 3.249090 0.678 -0.644 0.296
H -4.962034 -1.815458 3.272806 -0.176 -0.173 0.108
H -4.099397 -0.449254 2.665139 1.246 0.747 0.175
H -4.870584 -1.492903 1.559199 -0.274 -0.374 -1.027
C 4.308949 1.706547 -8.676857 -0.074 0.598 -0.947
O 4.692902 1.079149 -7.508959 -0.506 -0.481 0.335
C 4.109779 1.650194 -6.354158 0.284 -0.452 -0.008
C 4.356535 0.644584 -5.243506 0.048 0.509 0.445
O 3.562823 -0.510443 -5.387931 0.181 -0.320 0.160
C 4.151673 -1.681567 -4.812373 -1.762 -0.704 -0.280
H 4.830462 2.651635 -8.819623 0.081 0.537 0.226
H 3.213337 1.949042 -8.721774 0.707 -0.576 -0.128
H 4.687760 1.099033 -9.504385 -0.638 -0.144 -0.004
H 3.025102 1.842487 -6.478280 0.486 -0.155 -0.057
H 4.638392 2.602205 -6.177993 -0.357 -0.096 0.436
H 4.160090 1.133799 -4.276794 0.044 -0.095 -0.040
H 5.402131 0.346468 -5.299052 0.322 0.129 0.079
H 4.125712 -1.712508 -3.696881 0.390 0.336 -0.810
H 5.126019 -1.902072 -5.239649 0.339 0.210 0.172
H 3.471947 -2.512910 -5.126355 0.602 0.583 0.204
C -1.010645 -3.139427 -2.810284 1.458 -0.068 -0.622
O -1.715625 -3.420874 -1.641334 -0.918 -0.101 -0.033
C -2.927346 -2.683641 -1.503450 -0.054 -0.769 0.907
C -3.585441 -3.221478 -0.220012 0.626 -0.018 -0.465
O -2.827928 -2.836999 0.914840 0.318 -1.027 0.060
C -1.815772 -3.818187 1.217639 -0.685 -0.641 -0.895
H -0.815372 -2.059312 -2.875529 0.048 -0.242 -0.184
H -1.430335 -3.500273 -3.776693 -0.317 0.044 0.786
H -0.037734 -3.668537 -2.678799 -0.654 0.560 -0.249
H -3.603837 -2.927679 -2.313934 -0.162 0.298 -0.582
H -2.701582 -1.607114 -1.440504 -0.251 -0.174 -0.103
H -3.638947 -4.324619 -0.334481 0.075 0.403 0.223
H -4.605683 -2.877006 -0.071809 -0.097 0.305 -0.203
H -1.261950 -4.128036 0.307060 -0.257 0.397 0.588
H -2.271561 -4.750662 1.625704 0.130 0.613 0.051
H -1.156540 -3.356357 1.915598 0.513 0.217 0.553
C 5.295531 -2.102101 2.669616 -1.092 -0.623 -0.881
O 5.034909 -2.998718 3.708279 -0.882 -0.915 1.237
C 4.650075 -2.413197 4.960481 0.691 0.355 -0.610
C 4.535287 -3.455030 6.056088 0.612 -0.372 -1.117
O 3.293138 -4.065070 5.908732 -0.519 0.054 -1.207
C 3.122520 -5.119890 6.756211 -1.106 -0.197 2.384
H 4.438797 -1.449761 2.415436 0.065 -0.399 -0.002
H 5.590164 -2.715679 1.786743 -0.217 0.646 0.605
H 6.077732 -1.464281 2.961292 1.431 1.037 0.154
H 3.661373 -1.926951 4.917071 0.233 0.072 -0.341
H 5.422916 -1.656275 5.186123 -0.302 -0.096 0.317
H 4.553332 -3.025365 7.041994 0.418 0.545 0.573
H 5.314491 -4.231505 5.963285 0.103 0.395 0.048
H 3.290748 -4.804180 7.808722 0.292 -0.094 -0.226
H 3.690697 -6.026030 6.607612 0.582 -0.185 -0.593
H 2.072343 -5.380158 6.781016 -0.348 -0.225 -0.403
C -1.500588 0.100765 1.386738 -0.517 1.922 1.206
O -0.510274 0.218479 0.444374 1.420 -1.226 -0.630
C 0.056785 -1.089126 0.282150 0.742 1.305 -1.262
C 1.236238 -0.962635 -0.635011 0.307 -0.267 -1.169
O 0.796904 -0.762826 -1.961951 -1.621 0.333 1.259
C 1.724896 -0.459275 -2.927756 0.141 -0.443 -1.776
H -1.262964 -0.562638 2.224984 0.150 0.019 0.017
H -2.398496 -0.221824 0.930017 -1.240 -0.565 -0.337
H -1.631250 1.136772 1.739589 -0.379 -0.324 0.362
H -0.660933 -1.784398 -0.148920 -0.149 -0.142 0.157
H 0.423813 -1.385153 1.237074 0.157 -0.741 0.913
H 1.856316 -1.860841 -0.644111 0.033 -0.440 0.365
H 1.897874 -0.156381 -0.378178 0.222 0.607 0.605
H 1.420922 -1.114055 -3.761373 0.403 0.435 -0.260
H 2.727673 -0.771738 -2.654282 0.263 0.160 0.209
H 1.710634 0.589187 -3.296896 -0.010 -0.513 0.450
C 5.962863 1.561160 1.742374 -0.448 -0.897 0.912
O 5.269485 0.723948 0.845554 0.323 0.244 -0.156
C 5.700467 0.954517 -0.502042 -0.268 0.221 1.388
C 5.229214 -0.225022 -1.257000 1.060 -1.762 -0.002
O 5.916082 -1.384947 -0.770922 0.226 0.462 1.042
C 5.537227 -2.575663 -1.368166 0.005 0.024 -2.272
H 5.619940 1.229589 2.758068 0.370 0.657 -0.770
H 5.801029 2.634652 1.577750 -0.207 -0.120 0.030
H 7.022180 1.343881 1.637780 0.401 0.155 0.227
H 6.790087 1.136700 -0.515244 -0.334 -0.265 -0.258
H 5.158530 1.842448 -0.791204 0.075 0.555 -0.771
H 5.394656 -0.196230 -2.319552 0.017 0.518 -0.710
H 4.197222 -0.391087 -1.056942 -1.166 0.171 0.056
H 5.950813 -2.576831 -2.415423 -0.751 -0.110 0.429
H 4.449814 -2.795398 -1.400459 0.263 0.453 0.039
H 6.008028 -3.431326 -0.938257 0.472 -0.321 0.962
C -1.613162 1.442590 -2.269174 0.430 0.662 1.348
O -0.716306 1.871138 -3.324181 -1.138 -0.409 1.591
C -1.139946 1.541508 -4.602833 0.761 -0.361 -1.214
C -2.303972 2.410131 -5.107042 -1.747 -0.805 -0.262
O -2.176556 3.785420 -4.824622 1.622 -0.751 1.174
C -3.318461 4.527851 -5.008954 -1.175 0.473 -1.830
H -1.708591 0.335330 -2.180234 0.181 0.634 -0.465
H -2.634891 1.910675 -2.243736 0.801 -0.289 -0.671
H -1.124479 1.778658 -1.305614 -0.400 -0.470 -1.127
H -1.388200 0.442475 -4.708895 -0.158 1.031 0.189
H -0.208363 1.642304 -5.203378 -0.733 0.268 0.094
H -3.249765 2.007142 -4.638434 0.689 0.461 -0.055
H -2.516622 2.282229 -6.197801 0.547 -0.141 0.457
H -3.190852 5.549690 -4.605460 0.134 -0.579 -0.136
H -4.234298 4.073508 -4.550010 0.647 0.190 -0.313
H -3.442978 4.605504 -6.149632 -0.510 0.165 1.368
C -0.390273 1.772679 -8.055440 -1.384 0.128 -0.846
O -0.488297 0.446074 -7.599676 -0.290 0.817 -0.476
C 0.763276 -0.037320 -7.218317 0.334 0.586 1.099
C 0.662255 -1.510108 -7.164326 0.913 -0.915 -0.681
O 0.067729 -2.018586 -6.010165 -1.956 0.217 -0.078
C -1.389636 -2.064883 -6.122193 0.098 -1.569 0.308
H -1.324049 1.954271 -8.614744 0.169 0.182 0.413
H 0.382496 1.874890 -8.824838 0.374 0.093 0.355
H -0.315180 2.516719 -7.247396 0.260 -0.206 -0.208
H 1.030408 0.397333 -6.241727 0.130 -0.337 0.035
H 1.542551 0.300464 -7.894516 0.216 -0.142 -0.518
H 1.634201 -1.975473 -7.244945 0.577 0.079 0.253
H 0.164405 -1.826432 -8.085452 -0.402 -0.133 0.044
H -1.809013 -1.686354 -5.174326 0.127 -0.399 -0.360
H -1.669113 -3.174731 -6.290230 0.200 1.691 0.389
H -1.845386 -1.472399 -6.933266 0.715 -0.119 0.196
C -2.064802 5.295035 -1.468546 -0.450 0.269 -1.933
O -1.733354 5.563489 -0.160724 1.089 -1.036 1.268
C -0.653416 4.643367 0.292190 -2.456 0.768 -1.114
C -0.534611 4.702963 1.769106 0.804 1.163 -0.415
O -1.632090 4.245312 2.464280 -1.742 -0.236 0.631
C -2.718193 5.178691 2.756081 0.719 -0.572 -0.366
H -2.912922 5.906095 -1.767114 -0.160 0.396 0.244
H -2.409806 4.282054 -1.697962 0.313 -0.364 0.414
H -1.283655 5.530710 -2.224517 0.083 -0.139 0.539
H 0.201227 4.912332 -0.273047 1.324 0.320 -0.099
H -0.933723 3.657371 -0.032016 -0.249 -0.772 -0.105
H -0.384664 5.759865 1.998859 0.476 0.125 0.364
H 0.353005 4.105783 2.025407 -0.210 0.202 0.331
H -2.937695 5.027314 3.810793 -0.299 -0.007 -0.038
H -3.603400 5.032175 2.115811 0.379 -0.395 0.232
H -2.438111 6.215248 2.593603 0.440 0.131 0.011
C -1.878269 -2.505825 4.561552 -1.571 -0.129 -0.370
O -0.616923 -1.989064 4.369478 2.002 -0.036 0.311
C 0.477930 -2.861151 4.788147 -1.124 -0.064 -0.017
C 0.971509 -3.837979 3.718257 0.552 1.249 0.049
O 1.684401 -3.105106 2.711968 -0.789 -1.166 -0.208
C 2.097474 -4.003707 1.679270 0.014 0.307 0.467
H -2.109859 -3.246296 3.793230 -0.124 -0.396 0.200
H -2.595214 -1.695849 4.384343 0.142 0.039 0.074
H -2.121988 -2.907296 5.565062 0.563 0.059 -0.215
H 0.054249 -3.501182 5.573050 0.323 0.150 0.291
H 1.255496 -2.197277 5.215453 -0.282 -0.578 -0.497
H 0.166276 -4.446425 3.307840 -0.462 0.284 -0.316
H 1.636718 -4.572250 4.161635 0.384 0.030 0.379
H 1.270445 -4.548622 1.177577 0.079 0.700 0.049
H 2.730450 -4.778975 2.090593 0.394 -0.278 0.311
H 2.711227 -3.403756 1.017719 -0.137 -0.064 -0.459
C -1.865513 1.192406 5.278289 -0.318 -1.405 -1.487
O -2.929499 1.625346 6.087544 1.159 0.231 0.945
C -2.389618 2.000235 7.376668 -0.476 0.289 -0.515
C -3.607934 2.279832 8.263169 -0.672 0.447 -1.394
O -4.158179 3.545158 7.780098 0.456 -0.940 1.072
C -5.382333 3.869065 8.411137 -0.174 -1.299 0.315
H -1.401027 0.261956 5.666911 -0.178 0.338 -0.013
H -1.054757 1.870696 5.035262 -0.084 0.756 0.682
H -2.281680 0.949801 4.279490 -0.053 -0.055 0.491
H -1.776812 2.913241 7.234871 -0.446 -0.171 0.230
H -1.661966 1.242679 7.744712 -0.788 0.026 0.024
H -3.394217 2.343994 9.319517 0.328 0.134 0.428
H -4.387459 1.479384 8.125022 0.718 0.532 0.005
H -5.338118 3.982187 9.535161 0.204 -0.128 -1.049
H -6.134409 3.084071 8.153577 0.294 0.390 0.396
H -5.712178 4.772425 7.954944 -0.263 0.846 -0.136
```
Positions in Å, forces in eV/Å.

Values from the calculation:
ΔE to the lowest compared entry with this formula, charge and spin, eV: 1.444
Frontier orbital gap, eV: 9.7
DFT total energy, eV: -126057.095

Atomic partial charges in e from the Mulliken method, atoms 1 to 99: number 1, C, carries -0.411; number 2, O, carries -0.354; number 3, C, carries -0.940; number 4, C, carries 0.023; number 5, O, carries -0.421; number 6, C, carries -0.173; number 7, H, carries 0.244; number 8, H, carries 0.057; number 9, H, carries 0.285; number 10, H, carries 0.377; number 11, H, carries 0.433; number 12, H, carries 0.253; number 13, H, carries 0.090; number 14, H, carries 0.344; number 15, H, carries 0.591; number 16, H, carries -0.339; number 17, C, carries -0.402; number 18, O, carries -0.059; number 19, C, carries -0.849; number 20, C, carries 2.584; number 21, O, carries -0.662; number 22, C, carries 1.323; number 23, H, carries -0.170; number 24, H, carries 0.369; number 25, H, carries 0.106; number 26, H, carries 0.021; number 27, H, carries 0.348; number 28, H, carries -0.687; number 29, H, carries -1.011; number 30, H, carries 0.210; number 31, H, carries -0.880; number 32, H, carries -0.634; number 33, C, carries -0.833; number 34, O, carries -0.512; number 35, C, carries 1.749; number 36, C, carries -1.332; number 37, O, carries 0.012; number 38, C, carries -1.008; number 39, H, carries 0.424; number 40, H, carries 0.369; number 41, H, carries 0.274; number 42, H, carries -0.304; number 43, H, carries -0.555; number 44, H, carries 0.463; number 45, H, carries 0.307; number 46, H, carries 0.282; number 47, H, carries 0.423; number 48, H, carries 0.208; number 49, C, carries -0.248; number 50, O, carries -0.437; number 51, C, carries -0.876; number 52, C, carries 0.217; number 53, O, carries -0.361; number 54, C, carries 1.512; number 55, H, carries 0.336; number 56, H, carries -0.237; number 57, H, carries 0.313; number 58, H, carries 0.297; number 59, H, carries 0.436; number 60, H, carries 0.331; number 61, H, carries -0.146; number 62, H, carries -0.096; number 63, H, carries -0.963; number 64, H, carries -0.035; number 65, C, carries -0.483; number 66, O, carries -0.450; number 67, C, carries -0.212; number 68, C, carries -0.202; number 69, O, carries -0.494; number 70, C, carries 0.039; number 71, H, carries 0.145; number 72, H, carries 0.299; number 73, H, carries 0.220; number 74, H, carries 0.208; number 75, H, carries 0.238; number 76, H, carries 0.106; number 77, H, carries 0.342; number 78, H, carries 0.479; number 79, H, carries 0.004; number 80, H, carries -0.395; number 81, C, carries -0.650; number 82, O, carries -0.414; number 83, C, carries 0.339; number 84, C, carries -0.103; number 85, O, carries 0.156; number 86, C, carries -0.793; number 87, H, carries 0.339; number 88, H, carries 0.138; number 89, H, carries 0.262; number 90, H, carries -0.743; number 91, H, carries 0.612; number 92, H, carries -0.393; number 93, H, carries 0.573; number 94, H, carries 0.036; number 95, H, carries 0.552; number 96, H, carries 0.106; number 97, C, carries 0.571; number 98, O, carries -0.484; number 99, C, carries 0.436